Entry 1:
58
Properties=species:S:1:pos:R:3 method="wB97M-V/def2-TZVPD" e_homo_ev="-0.42 / -6.52" total_charge=-1 spin_multiplicity=2
C 0.38 0.40 1.70
N 1.57 -0.45 1.82
C 1.51 -1.60 2.67
O 0.63 -2.64 2.28
C -0.56 -0.03 0.57
N -1.37 -1.20 0.81
H 0.77 1.41 1.63
H -0.19 0.40 2.63
H 2.01 -0.71 0.94
H 2.52 -2.00 2.82
H 1.17 -1.40 3.70
H 0.85 -3.34 1.62
H -1.11 0.85 0.19
H 0.05 -0.21 -0.35
H -2.15 -1.00 1.44
H -0.79 -1.88 1.30
H -2.62 0.79 -2.19
H -3.02 2.26 -2.61
O -2.36 1.73 -2.15
H -3.57 -1.20 3.08
H -3.83 0.20 2.49
O -4.15 -0.71 2.47
H -1.51 -4.09 -1.43
H -1.00 -2.80 -0.65
O -0.76 -3.51 -1.27
H 0.57 -4.05 -0.18
H 2.11 -4.14 -0.15
O 1.31 -4.44 0.32
H -0.11 6.26 0.21
H 1.01 5.17 0.04
O 0.27 5.47 0.60
H -2.34 4.91 -0.59
H -2.71 4.74 0.77
O -3.11 4.58 -0.10
H 1.63 1.08 -1.60
H 1.47 2.03 -2.78
O 2.15 1.69 -2.14
H -2.61 -1.30 -0.93
H -3.92 -1.22 -1.71
O -2.98 -1.01 -1.78
H 1.36 -1.06 -2.61
H 0.37 -1.61 -3.60
O 0.81 -0.79 -3.36
H 3.07 -3.08 -1.99
H 2.88 -1.77 -1.31
O 2.38 -2.59 -1.47
H 2.65 4.72 -1.58
H 2.05 3.30 -1.52
O 2.14 4.14 -1.00
H 3.63 0.93 1.98
H 4.14 0.38 0.70
O 4.42 0.52 1.61
H 0.29 1.04 -3.88
H -0.73 1.76 -2.99
O -0.03 1.94 -3.66
H -1.55 -3.03 3.93
H -1.21 -1.73 3.32
O -1.85 -2.12 3.93

Entry 2:
49
Properties=species:S:1:pos:R:3 method="wB97M-V/def2-TZVPD" e_homo_ev="-8.36 / -8.34" total_charge=0 e_above_lowest_kcal_mol=22.85 spin_multiplicity=4
Tc 0.62 0.37 0.34
N 3.48 0.69 -2.92
C 2.57 0.92 -1.95
S 2.85 0.12 -0.40
N 1.59 1.74 -2.19
N 0.82 1.86 -1.06
C 0.27 2.97 -0.79
C -0.15 3.16 0.60
C -0.66 4.34 1.09
C -0.87 4.47 2.45
C -0.55 3.42 3.29
C -0.06 2.25 2.74
N 0.15 2.13 1.43
H 4.23 0.05 -2.76
H 3.34 1.10 -3.83
H 0.26 3.78 -1.52
H -0.91 5.13 0.40
H -1.28 5.39 2.86
H -0.68 3.49 4.37
H 0.18 1.39 3.35
S 0.90 -1.01 2.31
C 0.04 -2.45 2.13
N -0.55 -3.45 2.03
F -4.77 1.84 0.64
C -3.43 1.84 0.59
F -2.97 2.12 1.83
F -3.05 2.85 -0.21
C -2.82 0.47 0.09
O -1.50 0.63 -0.19
C -3.62 0.07 -1.20
F -2.97 -0.86 -1.90
F -4.84 -0.41 -0.91
F -3.78 1.13 -2.01
C -3.08 -0.61 1.20
F -2.92 -1.84 0.68
F -2.20 -0.45 2.19
F -4.31 -0.54 1.73
Te 0.03 -1.71 -1.25
C 1.62 -3.10 -1.20
C 1.54 -4.20 -0.35
C 2.55 -5.15 -0.34
C 3.64 -5.02 -1.20
C 3.71 -3.93 -2.07
C 2.70 -2.97 -2.06
H 0.69 -4.31 0.33
H 2.49 -5.99 0.34
H 4.42 -5.77 -1.21
H 4.54 -3.83 -2.75
H 2.76 -2.13 -2.74

Entry 3:
8
Properties=species:S:1:pos:R:3 method="wB97M-V/def2-TZVPD" e_homo_ev="-9.39 / -9.39" total_charge=0 e_above_lowest_kcal_mol=84.02 spin_multiplicity=1
C -1.01 -0.40 1.19
C -1.31 0.75 0.98
O 4.73 1.26 -0.17
P 2.60 -0.57 -0.95
S 3.63 0.54 0.44
H -0.47 -1.31 1.24
H -1.90 1.55 1.02
H 1.46 -0.72 0.07

Entry 4:
35
Properties=species:S:1:pos:R:3 method="wB97M-V/def2-TZVPD" e_homo_ev=-8.58 total_charge=0 e_above_lowest_kcal_mol=241.77 spin_multiplicity=1
O -1.87 -1.62 -1.23
C -2.00 -1.57 -0.14
O -1.12 -1.85 0.77
H -0.41 -2.33 0.36
C -3.41 -1.19 0.31
C -3.60 0.40 0.24
C -2.58 1.18 1.11
C -1.73 2.30 -0.08
C -0.85 1.61 -1.07
N 0.38 0.93 -0.33
H -0.03 0.57 0.45
C 1.06 0.29 -1.34
C 2.39 -0.52 -0.62
C 3.37 0.64 -0.02
C 4.45 0.10 0.52
C 4.54 -1.27 1.05
C 3.68 -2.30 0.55
C 2.51 -1.73 -0.12
Cl 1.49 -2.76 -0.78
H 3.72 -3.14 0.83
H 5.42 -1.59 1.38
H 5.08 0.92 1.13
Cl 3.19 2.34 -0.33
H 0.54 -0.57 -1.54
H 1.49 1.04 -2.27
H -1.29 0.87 -1.58
H -0.40 2.15 -1.67
H -1.04 3.08 0.64
H -2.49 2.88 -0.38
H -1.75 0.60 1.51
H -2.96 2.01 1.68
H -3.48 0.62 -1.02
H -4.52 0.86 0.49
H -3.46 -1.34 1.51
H -4.30 -1.60 0.00

Entry 5:
55
Properties=species:S:1:pos:R:3 method="wB97M-V/def2-TZVPD" e_homo_ev=-2.52 total_charge=-2 e_above_lowest_kcal_mol=3.07 spin_multiplicity=1
C 0.52 -1.86 1.00
N -0.59 -2.38 0.13
C -1.97 -2.36 0.57
O -2.63 -1.16 0.92
C 1.30 -3.12 1.44
C 2.56 -2.83 2.34
C 3.92 -2.42 1.52
O 4.56 -1.34 2.08
H 0.05 -1.50 1.92
H 1.04 -1.11 0.42
H -0.45 -2.15 -0.84
H -2.44 -2.90 -0.28
H -2.01 -2.96 1.48
H 1.61 -3.58 0.50
H 0.58 -3.73 1.98
H 2.75 -3.75 2.88
H 2.47 -1.97 3.00
H 4.51 -3.33 1.66
H 3.53 -2.16 0.52
H 4.66 1.22 0.77
H 4.97 -0.28 1.25
O 5.14 0.46 0.48
H -2.03 1.04 3.09
H -1.82 -0.38 2.39
O -1.85 0.09 3.26
H 1.00 -1.46 -4.39
H 0.53 -2.11 -3.13
O 0.54 -2.26 -4.07
H -3.27 1.98 -0.04
H -3.25 3.88 0.43
O -2.59 3.21 0.20
H -2.81 -0.64 0.12
H -3.80 1.13 1.09
O -3.83 1.07 0.13
H 0.25 4.10 0.16
H -1.21 3.97 -0.23
O -0.35 4.40 -0.53
H 3.54 -0.11 2.40
H 2.09 0.11 1.87
O 2.82 0.60 2.27
H -5.06 0.65 -1.28
H -4.05 1.33 -2.07
O -4.83 0.78 -2.22
H -1.02 1.98 -3.97
H 0.36 2.46 -4.15
O -0.32 2.01 -4.68
H -1.83 2.65 -1.45
H -0.46 2.84 -2.10
O -1.35 2.47 -2.29
H -0.61 2.57 2.45
H -1.98 2.77 1.68
O -1.58 2.64 2.60
H 0.99 0.87 -4.74
H 2.06 0.39 -3.85
O 1.65 0.13 -4.68

Entry 6:
10
Properties=species:S:1:pos:R:3 method="wB97M-V/def2-TZVPD" e_homo_ev=-8.67 total_charge=0 e_above_lowest_kcal_mol=108.99 spin_multiplicity=1
C -1.32 0.06 0.04
C -0.53 -1.14 0.00
C -0.48 1.18 -0.01
C 0.79 -0.67 0.17
N 2.22 -0.63 -0.11
N 2.26 0.60 -0.14
N 0.79 0.75 0.18
H -2.41 -0.11 0.07
H -0.67 -2.21 -0.08
H -0.65 2.17 -0.13

Entry 7:
70
Properties=species:S:1:pos:R:3 method="wB97M-V/def2-TZVPD" e_homo_ev=-12.34 total_charge=+1 e_above_lowest_kcal_mol=55.66 spin_multiplicity=1
Ca -0.16 -0.05 -0.53
N -0.10 -0.19 -2.69
S 0.50 0.61 -3.92
O -0.53 1.20 -4.82
O 1.79 0.18 -4.40
F 0.85 1.95 -3.12
S -0.68 -1.47 -3.68
O 0.30 -2.12 -4.51
O -2.08 -1.60 -4.08
F -0.60 -2.51 -2.44
C 3.28 2.11 -1.26
C 2.13 2.56 -0.40
O 1.06 1.96 -0.27
N 2.40 3.63 0.48
C 1.63 4.19 1.61
H 3.02 1.07 -1.47
H 4.24 2.06 -0.74
H 3.33 2.66 -2.20
H 3.31 4.05 0.33
H 2.01 3.89 2.58
H 0.60 3.81 1.55
H 1.63 5.27 1.46
C 3.57 -1.60 -2.13
C 2.41 -2.04 -1.18
O 1.88 -1.23 -0.39
N 2.11 -3.30 -1.27
C 1.33 -3.98 -0.28
H 4.54 -1.93 -1.76
H 3.54 -0.58 -2.51
H 3.39 -2.14 -3.06
H 2.42 -3.88 -2.03
H 1.99 -4.20 0.55
H 1.04 -4.98 -0.61
H 0.56 -3.32 0.11
C -3.99 -1.93 0.08
C -2.65 -2.30 0.70
O -1.54 -1.96 0.22
N -2.67 -2.88 1.94
C -1.47 -3.42 2.60
H -4.75 -1.53 0.75
H -4.45 -2.85 -0.28
H -3.76 -1.34 -0.80
H -3.55 -2.99 2.41
H -1.49 -3.31 3.68
H -0.55 -2.89 2.37
H -1.42 -4.50 2.46
C -0.66 0.55 3.79
C 0.52 0.32 2.93
O 0.37 0.32 1.72
N 1.65 0.00 3.56
C 2.92 -0.39 2.99
H -0.87 1.62 3.84
H -0.53 0.17 4.80
H -1.54 0.03 3.41
H 1.62 0.07 4.57
H 3.72 -0.46 3.72
H 3.21 0.43 2.33
H 3.00 -1.26 2.34
C -3.15 1.73 -2.50
C -2.92 1.88 -0.98
O -2.10 1.16 -0.37
N -3.51 2.91 -0.48
C -3.14 3.45 0.89
H -3.19 0.70 -2.85
H -2.34 2.21 -3.05
H -4.01 2.34 -2.76
H -4.38 3.33 -0.79
H -3.44 2.68 1.60
H -3.60 4.39 1.19
H -2.07 3.60 1.05

Entry 8:
34
Properties=species:S:1:pos:R:3 method="wB97M-V/def2-TZVPD" e_homo_ev=-16.15 total_charge=+2 e_above_lowest_kcal_mol=224.83 spin_multiplicity=1
Be 0.04 0.15 0.07
O 2.08 2.80 1.86
H 1.77 3.46 2.48
H 3.03 2.77 2.01
O -1.93 -2.15 2.01
H -1.86 -2.62 2.84
H -2.59 -2.62 1.51
O -3.09 -0.31 -1.58
H -3.98 -0.08 -1.34
H -3.18 -0.96 -2.27
O 3.39 -0.45 -1.32
H 4.08 -0.38 -0.67
H 3.62 -1.23 -1.83
O 0.09 -3.22 -1.84
H 0.10 -4.04 -1.36
H 0.19 -3.47 -2.76
C -3.80 2.48 2.02
O -2.59 2.83 1.48
H -3.83 1.40 2.18
H -3.98 3.04 2.93
H -4.64 2.59 1.34
H -2.84 3.40 0.74
C 1.10 2.01 -4.25
O -0.01 2.13 -3.34
H 2.06 2.26 -3.81
H 1.21 0.98 -4.57
H 0.88 2.70 -5.07
H -0.39 3.01 -3.43
C 2.52 -3.07 2.50
O 2.14 -1.71 2.53
H 3.15 -3.39 1.67
H 2.98 -3.24 3.47
H 1.70 -3.78 2.53
H 2.60 -1.31 3.27

Entry 9:
24
Properties=species:S:1:pos:R:3 method="wB97M-V/def2-TZVPD" e_homo_ev=-18.74 total_charge=+2 e_above_lowest_kcal_mol=33.22 spin_multiplicity=1
C 1.86 1.64 0.31
C 3.26 -0.15 0.27
C 0.93 0.72 -0.08
C 1.69 -1.88 -0.76
C -1.08 1.66 -0.97
C -1.31 -0.35 0.60
C -2.75 -0.28 0.43
C -0.49 0.61 -0.17
N 3.12 1.18 0.51
N 2.20 -0.75 -0.11
H 1.85 2.72 0.51
H 4.38 -0.31 0.19
H 1.91 -1.84 -1.87
H 0.56 -2.00 -0.64
H -1.56 1.08 -1.67
H -1.97 2.02 -0.44
H -0.49 2.43 -1.49
H -1.08 -0.03 1.57
H 2.17 -2.82 -0.41
H -0.74 -1.35 0.37
H -3.31 -1.19 0.90
H -3.22 -0.31 -0.61
H -3.34 0.60 0.93
H 3.95 1.75 0.51

Entry 10:
19
Properties=species:S:1:pos:R:3 method="wB97M-V/def2-TZVPD" e_homo_ev=-14.63 total_charge=+1 e_above_lowest_kcal_mol=171.45 spin_multiplicity=1
C 2.75 -0.21 -0.34
N 2.29 -1.23 0.61
C 1.60 0.86 -0.34
N 0.36 0.13 -0.66
C -2.88 -0.20 -0.44
C -2.46 0.09 0.99
H 2.82 -0.58 -1.36
H 3.87 0.17 -0.07
H 2.77 -1.34 1.46
H 1.30 -1.31 0.58
H 1.92 1.80 -0.84
H 1.65 1.34 0.68
H -3.99 -0.08 -0.74
H 0.00 0.52 -1.54
H -2.59 -1.15 -0.90
H -2.43 0.53 -1.15
H -2.99 -0.49 1.79
H -2.74 1.17 1.29
H -1.26 -0.01 0.97

Entry 11:
11
Properties=species:S:1:pos:R:3 method="wB97M-V/def2-TZVPD" e_homo_ev=-9.93 total_charge=0 e_above_lowest_kcal_mol=118.03 spin_multiplicity=1
C 1.33 -0.22 1.24
C 0.45 0.67 1.12
C -0.69 -0.46 -1.64
N 2.47 -0.64 1.21
N -0.94 0.73 -2.05
O -2.07 0.59 1.75
S -1.04 1.34 1.02
H -0.94 -1.21 -2.45
H 2.52 -1.41 1.87
H -0.33 -0.83 -0.68
H -0.75 1.44 -1.38

Entry 12:
8
Properties=species:S:1:pos:R:3 method="wB97M-V/def2-TZVPD" e_homo_ev="-9.20 / -9.20" total_charge=0 e_above_lowest_kcal_mol=94.02 spin_multiplicity=1
C -1.12 -1.57 -0.17
C 0.67 1.71 -0.06
C -1.93 -0.67 0.07
C -0.51 1.48 -0.04
C -2.66 0.46 0.08
O -3.59 1.15 0.02
H -0.79 -2.55 -0.07
H 1.62 1.57 0.32

Number 1: E_tot -37421.521 eV. Number 2: E_tot -83979.472 eV. Number 3: E_tot -24289.692 eV. Number 4: E_tot -44377.359 eV. Number 5: E_tot -35909.384 eV. Number 6: E_tot -8661.684 eV. Number 7: E_tot -89034.514 eV. Number 8: E_tot -20224.456 eV. Number 9: E_tot -11481.618 eV. Number 10: E_tot -7326.053 eV. Number 11: E_tot -19033.930 eV. Number 12: E_tot -7256.431 eV.